Density functional theory data (ωB97M-V/def2-TZVPD) for 12 unconnected molecules or ions with the total composition C66H137N7O26.

The orbital gap comes out at 8.2 eV. For the largest force on an atom, the calculation gives 0.0531 Eh/bohr. Its HOMO energy is -8.064 eV. The value obtained for the calculated total energy is -134318.394 eV. The calculation puts the lowest unoccupied orbital energy at 0.139 eV. The value obtained for the energy above the lowest of the compared OMol25 structures with the same formula, charge and spin is 39.6 kJ/mol. Its SMILES is CC1(C)CCCC(C)(C)N1O.CC1(C)CCCC(C)(C)N1O.CC1(C)CCCC(C)(C)N1O.COCCNCCOC.COCCNCCOC.COCCNCCOC.COCCNCCOC.O=C1OCCO1.O=C1OCCO1.O=C1OCCO1.O=C1OCCO1.O=C1OCCO1.

Positions of all 236 atoms, in Å:
C: -2.32940 -1.11294 8.06240
C: -2.50475 0.02777 7.06931
C: -2.25031 1.37403 7.80380
C: -1.40413 -0.07812 5.98392
C: -1.71424 0.78737 4.79302
C: -3.04544 0.39479 4.19213
C: -4.20026 0.60107 5.14472
C: -4.52909 2.11462 5.28466
C: -5.50084 -0.02176 4.64410
N: -3.84140 0.02590 6.46134
O: -4.86838 0.18099 7.41525
H: -2.49199 -2.08961 7.60910
H: -1.34270 -1.06206 8.52464
H: -3.00552 -0.90977 8.89873
H: -1.30678 1.43697 8.35377
H: -2.23838 2.17373 7.06792
H: -3.00776 1.58239 8.56094
H: -0.51387 0.26779 6.51505
H: -1.22520 -1.10722 5.66007
H: -1.81125 1.85856 5.02289
H: -0.88172 0.92012 4.09497
H: -2.97630 -0.62461 3.79885
H: -3.23686 1.04681 3.33404
H: -5.45261 2.34797 5.81087
H: -4.44953 2.63508 4.32998
H: -3.78434 2.56799 5.94463
H: -6.30968 -0.10207 5.37460
H: -5.35415 -1.09897 4.48342
H: -5.95334 0.40884 3.75340
H: -4.85804 -0.64589 7.91087
C: -4.79693 -6.11390 -1.85624
C: -5.28782 -5.45737 -3.11040
C: -4.62136 -6.01189 -4.38054
C: -6.80989 -5.77207 -3.15527
C: -7.65809 -4.85556 -4.01495
C: -7.42597 -3.38329 -3.70537
C: -5.94066 -3.00723 -3.73910
C: -5.46448 -2.73313 -5.17674
C: -5.84249 -1.68629 -2.96499
N: -5.16393 -3.98902 -2.95550
O: -3.77354 -3.65850 -2.96030
H: -4.90443 -7.19676 -1.94903
H: -3.72350 -6.00313 -1.66168
H: -5.23436 -5.70127 -0.94675
H: -4.56369 -7.10339 -4.36370
H: -5.15338 -5.81828 -5.31506
H: -3.61661 -5.61244 -4.52104
H: -6.91411 -6.70228 -3.73476
H: -7.28190 -6.08237 -2.22349
H: -7.47353 -4.95155 -5.08956
H: -8.71915 -5.07027 -3.86916
H: -7.83916 -3.15361 -2.72028
H: -7.94372 -2.76107 -4.43704
H: -6.24495 -2.25268 -5.76726
H: -5.28728 -3.64916 -5.74824
H: -4.52539 -2.18293 -5.16132
H: -4.77780 -1.44865 -2.87100
H: -6.20648 -1.73944 -1.93651
H: -6.35931 -0.85928 -3.45155
H: -3.61122 -3.48492 -2.02616
C: 1.11263 -7.66832 2.55720
C: 0.06273 -8.13079 1.53757
C: 0.60618 -9.35953 0.79190
C: -1.23475 -8.45696 2.27880
C: -1.99098 -7.19563 2.78962
C: -2.31149 -6.27597 1.61656
C: -0.97549 -5.82832 0.96588
C: -1.30034 -5.05051 -0.34058
C: -0.27495 -4.83176 1.89894
N: -0.23729 -7.02824 0.61612
O: 0.84966 -6.75571 -0.25370
H: 1.58799 -8.44382 3.16963
H: 1.98901 -7.22727 2.07338
H: 0.73535 -6.95447 3.28379
H: 1.09255 -9.98029 1.53946
H: -0.15332 -9.85903 0.18707
H: 1.32326 -9.08092 0.01802
H: -1.92837 -9.06550 1.69503
H: -1.05149 -9.01240 3.20222
H: -2.87431 -7.41742 3.39152
H: -1.34288 -6.69177 3.51187
H: -2.85963 -5.40084 1.96843
H: -2.90821 -6.87853 0.92810
H: -1.57692 -5.83205 -1.05743
H: -0.39792 -4.52493 -0.63485
H: -2.26350 -4.55594 -0.21230
H: 0.66675 -4.45095 1.48964
H: 0.02648 -5.18937 2.88128
H: -0.91017 -3.95503 2.06201
H: 0.42749 -6.65310 -1.11338
C: 9.15291 2.66471 -0.17052
O: 8.20836 2.20185 -1.14320
C: 7.53889 3.28031 -1.73849
C: 6.80682 2.85882 -3.01763
N: 5.94397 1.73282 -2.69933
C: 5.82562 0.70160 -3.74536
C: 5.46440 1.17285 -5.14717
O: 4.20629 1.79777 -5.13143
C: 3.71877 2.12080 -6.42390
H: 9.87116 3.28914 -0.71294
H: 9.75082 1.84522 0.22306
H: 8.59482 3.20832 0.59326
H: 8.22426 4.11493 -1.92058
H: 6.75307 3.72905 -1.11109
H: 7.55915 2.54913 -3.75791
H: 6.33031 3.74786 -3.43433
H: 6.28068 1.28880 -1.85566
H: 5.13528 -0.03602 -3.33429
H: 6.78565 0.18085 -3.87840
H: 5.43952 0.21040 -5.67863
H: 6.17607 1.86073 -5.61408
H: 4.44873 2.61389 -7.06970
H: 2.85161 2.75974 -6.27133
H: 3.37516 1.21990 -6.94034
C: -3.67440 3.32324 -3.24670
O: -4.87951 2.59931 -3.30630
C: -6.01244 3.50789 -3.29122
C: -6.37644 3.86796 -4.73225
N: -7.60915 4.68711 -4.72460
C: -7.87628 5.10652 -6.09181
C: -9.10955 6.00922 -6.14341
O: -8.87703 7.24959 -5.46821
C: -8.49555 8.26196 -6.36805
H: -2.83066 2.62990 -3.29294
H: -3.55712 3.92735 -2.33982
H: -3.46746 3.98150 -4.09889
H: -5.78121 4.41651 -2.73413
H: -6.72434 2.86133 -2.77350
H: -6.49847 2.95309 -5.31981
H: -5.53623 4.44398 -5.12105
H: -8.30335 4.01603 -4.40714
H: -8.00213 4.31977 -6.84621
H: -7.09305 5.75914 -6.48658
H: -9.90308 5.57189 -5.51864
H: -9.68284 6.11919 -7.06827
H: -7.54602 8.02390 -6.85977
H: -8.26695 9.14372 -5.75912
H: -9.23361 8.64170 -7.08112
C: 4.48917 2.70363 0.43129
O: 3.45489 1.89397 0.90276
C: 3.48675 0.57417 0.40357
C: 2.48417 -0.30294 1.09980
N: 1.14099 -0.04641 0.59104
C: 0.06360 -0.48886 1.49637
C: -1.13202 -1.12893 0.75544
O: -1.83314 -0.26640 -0.08978
C: -1.68136 -0.61837 -1.47989
H: 5.44600 2.18760 0.64780
H: 4.61001 3.69192 0.86606
H: 4.60195 2.70951 -0.66261
H: 4.47372 0.10080 0.52800
H: 3.44103 0.60317 -0.69377
H: 2.66587 -0.15412 2.17343
H: 2.60979 -1.37255 0.90189
H: 1.08019 0.96598 0.51887
H: -0.30162 0.38800 2.03694
H: 0.42553 -1.20346 2.23885
H: -1.76689 -1.45189 1.59367
H: -0.83635 -2.07891 0.29989
H: -2.14602 0.24491 -1.95613
H: -2.12230 -1.59688 -1.66418
H: -0.63516 -0.60333 -1.79157
C: 6.01580 1.18317 3.68324
O: 7.20434 1.32315 2.92276
C: 8.24272 2.09098 3.50641
C: 7.84967 3.56544 3.67693
N: 7.47015 4.04598 2.36088
C: 6.89951 5.39264 2.42783
C: 6.51942 5.96170 1.05582
O: 5.50135 6.90396 1.14790
C: 5.80782 8.09697 1.82952
H: 5.55381 2.15908 3.84611
H: 6.26764 0.65734 4.60938
H: 5.27090 0.55867 3.18965
H: 9.17210 1.98465 2.95181
H: 8.46958 1.64400 4.48366
H: 8.73613 4.10431 4.01978
H: 7.07364 3.72749 4.43499
H: 6.83995 3.43842 1.85427
H: 7.60081 6.06664 2.92397
H: 5.97793 5.33785 3.02843
H: 6.28726 5.06408 0.47550
H: 7.45945 6.29989 0.59983
H: 6.59413 8.63820 1.28535
H: 6.24437 7.87975 2.80798
H: 4.95854 8.76989 1.88044
O: 6.01675 7.76575 -2.32320
C: 5.08756 7.05398 -2.49377
O: 3.80326 7.43701 -2.75907
C: 3.01646 6.24384 -2.86615
C: 3.85671 5.16200 -2.17604
O: 5.11440 5.74270 -2.23012
H: 2.01171 6.35794 -2.46502
H: 2.87320 5.94886 -3.90904
H: 3.74830 4.28867 -2.81743
H: 3.50761 4.99763 -1.15502
O: 7.79463 -1.97788 4.45249
C: 7.80115 -1.93294 3.26425
O: 8.75803 -1.39814 2.49927
C: 8.25337 -1.14331 1.18363
C: 7.23023 -2.28027 1.08737
O: 6.80599 -2.37163 2.44120
H: 7.84390 -0.13821 1.07721
H: 9.10896 -1.20565 0.51318
H: 7.71139 -3.16064 0.66143
H: 6.32130 -1.99040 0.56350
O: -0.52829 2.69560 -4.86978
C: 0.33343 2.21283 -4.20777
O: 1.08533 2.95263 -3.35696
C: 1.95620 2.11716 -2.58127
C: 1.62410 0.73609 -3.11377
O: 0.71337 0.91318 -4.18371
H: 3.00733 2.23205 -2.84670
H: 1.65702 2.21371 -1.54137
H: 1.16189 0.12496 -2.33093
H: 2.52037 0.16441 -3.35481
O: -8.32305 -0.21443 0.50569
C: -7.25338 0.29854 0.40207
O: -6.17703 -0.07152 1.15308
C: -5.02495 0.39726 0.46051
C: -5.57996 1.63480 -0.21871
O: -6.92935 1.24486 -0.50240
H: -4.23998 0.79738 1.10659
H: -4.56320 -0.36066 -0.17007
H: -4.99528 1.81057 -1.12355
H: -5.45191 2.54504 0.36721
O: 3.59163 -3.78326 1.99121
C: 3.31227 -3.35078 3.06258
O: 2.62647 -4.02652 4.02090
C: 2.22092 -3.10379 5.04029
C: 3.16198 -1.94978 4.81351
O: 3.56792 -2.10006 3.45572
H: 1.15797 -2.92808 4.88020
H: 2.46521 -3.49259 6.02754
H: 4.02138 -2.01772 5.48417
H: 2.74063 -0.97401 5.05904